A cluster of 2 separate species, C3H7NO in total at a distorted geometry. Source: OMol25; level of theory: the ωB97M-V functional and the def2-TZVPD basis.

Last column: Löwdin charge in e.
Atoms and positions in Å:
O 0.410 -2.984 -1.312  0.00
C 0.198 -1.916 -1.812  -0.14
H -0.124 -1.093 -1.134  0.07
H 0.343 -1.623 -2.856  0.08
C -0.980 2.373 0.320  -0.02
C -0.060 1.495 0.717  -0.32
N 0.256 0.976 2.011  0.00
H -0.668 3.008 -0.519  0.06
H -1.914 2.404 0.883  0.05
H 0.730 1.123 0.062  0.08
H 0.712 1.745 2.491  0.08
H 0.925 0.222 2.046  0.06

The HOMO energy comes out at -8.82 eV. Its total energy is -6759.549 eV. Its spin multiplicity is 1. The calculation puts the LUMO energy at 0.0284 Eh. Its net charge is 0. As for the SMILES: C=CN.C=O.

A cluster of 2 separate species, C3H9N2O in total at a distorted geometry. Source: OMol25; level of theory: the ωB97M-V functional and the def2-TZVPD basis.

Last column: Löwdin charge in e.
Atoms and positions in Å:
C -2.127 0.936 0.074  0.03
C -1.467 -0.401 0.436  -0.29
C -0.698 0.739 -0.092  -0.25
N 0.509 1.002 -0.345  0.15
N 2.758 -0.545 -0.057  0.22
O -1.575 -1.507 -0.393  0.01
H -2.746 0.988 -0.811  0.13
H -2.472 1.558 0.889  0.12
H -1.368 -0.636 1.495  0.16
H 0.686 1.939 -0.708  0.11
H 3.544 0.104 -0.076  0.13
H 1.762 0.085 -0.152  0.11
H 2.760 -1.097 0.798  0.13
H 2.800 -1.149 -0.882  0.14
H -2.365 -2.018 -0.177  0.12

The HOMO energy comes out at -14.03 eV. Its total energy is -8276.533 eV. Its spin multiplicity is 1. The calculation puts the LUMO energy at -0.1215 Eh. Its net charge is +1.

The molecule C2H4N4 at a distorted geometry. Source: OMol25; level of theory: the ωB97M-V functional and the def2-TZVPD basis.

Last column: Löwdin charge in e.
Atoms and positions in Å:
C 0.776 0.843 0.818  -0.01
N -0.021 0.136 -0.222  -0.16
C -0.563 -1.084 -0.064  -0.19
N -1.220 -1.425 -1.142  0.00
N -1.083 -0.384 -1.997  -0.05
N -0.373 0.559 -1.469  0.03
H 0.189 1.635 1.298  0.09
H 1.657 1.285 0.353  0.08
H 1.124 0.158 1.620  0.09
H -0.487 -1.722 0.805  0.12

The HOMO energy comes out at -10.79 eV. Its total energy is -8097.661 eV. Its spin multiplicity is 1. The calculation puts the LUMO energy at 0.0233 Eh. Its net charge is 0. As for the SMILES: Cn1cnnn1.